1.
{
  "formula": "C19H29InN7S2Si2",
  "method": "the ωB97M-V functional and the def2-TZVPD basis",
  "homo_ha": -0.136,
  "e_lumo_ev": 2.22,
  "total_charge": -1,
  "gap_ev": 5.93,
  "elements": ["In", "C", "C", "N", "N", "C", "N", "S", "C", "C", "C", "C", "C", "N", "H", "H", "H", "H", "H", "H", "H", "H", "H", "C", "Si", "C", "C", "C", "C", "C", "C", "C", "Si", "C", "C", "H", "H", "H", "H", "H", "H", "H", "H", "H", "H", "H", "H", "H", "H", "H", "H", "S", "C", "N", "N", "N", "H", "H", "H", "H"],
  "coordinates": [[-0.490312, 0.321936, -0.097513], [-0.183594, 3.705610, -3.309565], [-0.005375, 2.480751, -2.467105], [-0.744822, 2.225536, -1.439405], [-1.787658, 3.043940, -1.204946], [-2.296804, 2.979543, 0.014874], [-3.468943, 3.656263, 0.170786], [-1.582432, 2.277728, 1.404920], [1.040921, 1.501123, -2.806835], [1.902195, 1.671494, -3.896816], [2.861713, 0.707873, -4.148312], [2.953768, -0.396610, -3.313987], [2.060213, -0.487929, -2.260254], [1.133229, 0.424031, -2.023365], [-0.779570, 4.432720, -2.765961], [0.778559, 4.145631, -3.571367], [-0.709109, 3.467764, -4.237188], [-4.012258, 3.732681, -0.678161], [-4.003209, 3.385298, 0.981281], [1.814313, 2.536527, -4.535112], [3.534120, 0.819695, -4.989656], [3.692361, -1.170411, -3.473310], [2.090445, -1.317515, -1.564258], [3.410704, -0.304436, 0.828284], [1.701159, 0.329450, 1.400833], [2.097852, 1.935900, 2.332189], [1.191187, -0.928949, 2.760689], [2.077557, -1.113516, 3.827407], [1.829708, -2.009486, 4.851571], [0.661326, -2.756460, 4.832518], [-0.232426, -2.586065, 3.791851], [0.000415, -1.687099, 2.745665], [-1.353356, -1.560633, 1.403762], [-1.507950, -3.290138, 0.631238], [-2.983330, -1.211156, 2.277185], [4.131412, -0.237449, 1.645687], [3.799328, 0.284299, -0.002972], [3.370010, -1.346643, 0.511714], [2.924084, 1.807225, 3.035415], [1.225338, 2.286797, 2.881832], [2.370464, 2.723908, 1.628260], [2.993213, -0.534040, 3.859902], [2.540063, -2.124299, 5.661486], [0.448567, -3.462433, 5.626085], [-1.146294, -3.170358, 3.795380], [-1.693501, -4.051762, 1.390183], [-0.601932, -3.571098, 0.092550], [-2.345218, -3.315770, -0.068273], [-3.229701, -2.000059, 2.991376], [-3.791580, -1.131801, 1.551042], [-2.933152, -0.262596, 2.810924], [-5.752816, 0.888525, -0.973893], [-4.149247, 0.516062, -1.064245], [-3.015565, 0.246789, -1.136420], [-0.472549, -2.421821, -3.083534], [-1.137388, -1.455410, -2.264143], [-1.079091, -3.216152, -3.278660], [0.321253, -2.773670, -2.559630], [-1.854664, -1.861333, -1.668690], [-1.611627, -0.778011, -2.853292]],
  "forces_ev_per_a": [[0.35, 0.24, 0.42], [-0.04, 0.01, 0.06], [-0.07, -0.02, 0.09], [-0.13, 0.01, -0.13], [0.09, -0.06, -0.04], [0.14, 0.21, 0.01], [-0.11, -0.06, -0.04], [0.00, -0.16, -0.02], [0.05, 0.00, -0.04], [-0.06, -0.07, 0.14], [0.00, -0.02, 0.03], [0.02, -0.01, -0.01], [0.05, 0.02, -0.06], [-0.16, 0.06, -0.06], [0.01, -0.02, 0.00], [0.02, 0.02, 0.01], [-0.02, -0.02, -0.04], [0.00, 0.00, 0.01], [0.04, -0.02, -0.05], [-0.01, 0.03, -0.02], [0.00, -0.01, 0.00], [-0.01, 0.02, 0.00], [0.01, -0.06, 0.02], [-0.10, 0.04, 0.04], [-0.07, 0.06, -0.01], [0.00, -0.07, -0.05], [0.01, 0.04, -0.09], [0.02, 0.02, 0.01], [0.02, -0.03, 0.05], [0.03, -0.04, 0.08], [-0.07, -0.04, -0.01], [-0.02, 0.06, -0.11], [-0.04, -0.05, -0.16], [0.03, 0.09, 0.03], [0.09, -0.01, 0.00], [0.07, -0.01, 0.08], [0.03, 0.08, -0.09], [-0.01, -0.10, -0.03], [0.06, -0.01, 0.07], [-0.07, 0.01, 0.02], [0.03, 0.04, -0.05], [0.08, 0.04, 0.00], [0.02, 0.00, 0.02], [-0.01, -0.02, 0.03], [-0.07, -0.04, 0.00], [-0.01, -0.06, 0.08], [0.06, -0.01, -0.04], [-0.08, -0.02, -0.05], [-0.03, -0.05, 0.05], [-0.06, 0.00, -0.08], [0.02, 0.05, 0.02], [0.08, 0.05, 0.02], [-0.26, -0.01, -0.01], [0.14, -0.05, -0.07], [-0.04, -0.08, 0.04], [-0.12, -0.04, -0.08], [0.08, 0.13, 0.02], [-0.08, 0.00, -0.02], [0.07, 0.06, -0.07], [0.06, -0.11, 0.07]]
}


2.
{
  "formula": "C19H29IrN9OS2",
  "method": "the ωB97M-V functional and the def2-TZVPD basis",
  "homo_ha": [-0.698, -0.693],
  "e_lumo_ev": [-11.69, -15.22],
  "spin_multiplicity": 2,
  "total_charge": 4,
  "de_lowest_kj_mol": 84.61,
  "gap_ev": [7.29, 3.65],
  "elements": ["Ir", "N", "N", "C", "N", "S", "H", "H", "H", "H", "H", "S", "C", "C", "C", "C", "C", "C", "C", "C", "C", "N", "H", "H", "H", "H", "H", "H", "N", "C", "C", "N", "C", "C", "H", "H", "H", "H", "H", "H", "H", "H", "H", "H", "H", "C", "N", "C", "C", "C", "N", "C", "O", "N", "H", "H", "H", "H", "H", "H", "H"],
  "coordinates": [[0.444084, -0.006291, -0.050754], [0.572115, -0.116402, 2.218584], [1.873036, -0.363300, 2.705466], [2.942008, -0.311599, 1.902574], [4.134181, -0.512203, 2.411861], [2.772698, 0.037084, 0.218444], [0.178751, 0.666043, 2.742922], [-0.025637, -0.937903, 2.374311], [1.963870, -0.619657, 3.683414], [4.294387, -0.689967, 3.397543], [4.950599, -0.520607, 1.810577], [-0.858929, -0.137776, -4.307025], [0.830022, 0.095887, -4.322816], [1.359200, 0.185020, -3.064704], [0.406253, 0.035335, -2.025217], [-0.873143, -0.115733, -2.604935], [-2.002482, -0.183074, -1.709440], [-3.327823, -0.308764, -2.092018], [-4.324455, -0.286942, -1.120881], [-3.959830, -0.131886, 0.212751], [-2.624054, -0.037085, 0.543940], [-1.649505, -0.059766, -0.386493], [1.350849, 0.153789, -5.264764], [2.423396, 0.353856, -2.926962], [-3.576634, -0.426425, -3.137435], [-5.365338, -0.387331, -1.400165], [-4.699271, -0.102188, 0.999903], [-2.328488, 0.031377, 1.582547], [0.052966, 5.092681, 0.434900], [1.348591, 4.399518, 0.757718], [1.103253, 2.924674, 1.049876], [0.427371, 2.216556, -0.073907], [-0.862672, 2.909827, -0.348587], [-0.675345, 4.385590, -0.675557], [0.238586, 6.064967, 0.161706], [-0.538503, 5.151556, 1.270842], [1.800656, 4.897008, 1.615143], [2.003904, 4.537985, -0.103450], [0.471308, 2.825599, 1.935603], [2.065272, 2.448067, 1.249854], [1.015854, 2.345070, -0.898768], [-1.510415, 2.781411, 0.520127], [-1.357552, 2.438009, -1.200510], [-1.637075, 4.874342, -0.825591], [-0.075825, 4.524835, -1.576728], [-1.677666, -4.540037, 1.930575], [-0.667614, -4.035887, 0.973664], [0.065887, -4.882509, 0.207446], [0.990961, -4.416419, -0.652595], [1.169379, -3.018287, -0.753185], [0.427409, -2.150511, 0.001423], [-0.499283, -2.681071, 0.908163], [-1.169018, -1.937145, 1.652729], [2.068227, -2.580684, -1.615340], [-1.706918, -5.622535, 1.857483], [-2.655164, -4.130198, 1.687637], [-1.409381, -4.248228, 2.943481], [-0.128673, -5.940420, 0.329621], [1.580259, -5.089053, -1.257412], [2.598536, -3.239425, -2.167748], [2.262819, -1.608765, -1.729860]],
  "forces_ev_per_a": [[0.11, -0.85, 1.65], [0.29, 0.48, 0.17], [0.09, 0.09, -0.26], [-0.27, -0.17, 0.96], [0.15, -0.01, -0.29], [-0.78, 0.22, -0.64], [0.07, -0.11, -0.01], [-0.32, -0.17, 0.04], [0.01, 0.02, -0.01], [0.01, 0.00, -0.03], [-0.01, 0.00, 0.08], [0.42, 0.09, -0.11], [-0.71, -0.08, -0.27], [0.69, 0.09, 0.67], [-1.30, 0.08, -2.20], [0.93, 0.01, 1.16], [0.16, 0.07, -0.17], [-0.41, -0.04, 0.34], [0.34, -0.02, -0.40], [0.28, 0.05, 0.27], [-0.39, 0.10, 0.21], [0.72, 0.09, -0.27], [0.06, 0.02, -0.06], [-0.02, -0.01, 0.02], [0.00, 0.01, -0.04], [-0.01, 0.01, -0.01], [-0.03, 0.00, 0.01], [0.01, 0.08, -0.17], [0.00, 0.01, 0.03], [-0.03, 0.03, -0.08], [0.01, -0.07, 0.16], [0.26, -0.27, -0.28], [-0.27, -0.07, -0.20], [0.09, -0.03, -0.05], [0.00, -0.01, 0.01], [0.00, 0.02, -0.02], [0.01, -0.03, 0.00], [0.00, 0.01, 0.00], [0.02, -0.04, 0.01], [-0.12, 0.13, -0.01], [-0.02, 0.03, -0.14], [0.00, -0.04, 0.03], [0.10, 0.04, 0.08], [-0.01, -0.02, 0.01], [-0.02, 0.01, -0.01], [-0.07, -0.07, 0.07], [-0.12, 0.15, 0.08], [-0.06, -0.06, 0.03], [-0.13, -0.03, 0.17], [0.00, -0.08, -0.37], [-0.24, 0.72, 0.12], [-0.55, 0.33, 0.49], [0.87, -1.03, -0.61], [0.12, 0.07, 0.16], [0.02, -0.01, -0.02], [0.05, 0.00, -0.03], [0.03, 0.00, -0.05], [-0.04, 0.02, 0.03], [0.00, 0.01, 0.00], [-0.01, 0.02, 0.00], [-0.01, 0.22, -0.24]]
}


Number 1: molar mass 590.61 Da, electronic energy -2690.305662 hartree. Number 2: molar mass 655.85 Da, electronic energy -2208.807503 hartree.